DFT (ωB97M-V with the def2-TZVPD basis set) results for a cluster of 11 separate species, C38H94BN6O21 in total.

The multiplicity is 1. As for the net charge: -1. The molecular weight comes out at 982.003 g/mol. The HOMO energy is -6.1251 eV.

Bonds (Å) are listed after each position.
CARTESIAN COORDINATES (ANGSTROEM)
1 O -6.3580 6.6727 -0.3750  C58 1.325, B66 1.447
2 O -6.3099 4.6298 -1.2634  C58 1.193
3 O -7.5955 13.4448 0.3215  C55 1.414, H105 0.971
4 O -4.0764 7.0774 -0.3162  C63 1.330, B66 1.467
5 O -5.6068 8.9609 -0.6960  C33 1.309, B66 1.505
6 O -8.7723 8.9332 -3.4739  C38 1.418, C56 1.423
7 O -6.1737 11.0462 -0.0990  C33 1.200
8 O -9.5600 3.7132 -6.9289  C48 1.404, C60 1.414
9 O -1.1816 6.8137 7.0940  C49 1.417, C62 1.404
10 O -8.4233 1.2676 -3.3856  C50 1.414, C64 1.420
11 O 0.7034 1.7466 -1.3076  C37 1.417, C51 1.434
12 O 0.3477 7.1826 0.4438  C34 1.416, C52 1.396
13 O -4.1977 0.8762 -1.5638  C45 1.421, H157 0.957
14 O -5.5876 7.9931 1.4262  C61 1.306, B66 1.455
15 O -8.4990 8.3557 5.0432  C39 1.412, H83 0.961
16 O -1.7442 11.2591 -0.8030  C42 1.428, H94 0.962
17 O -6.3788 9.7420 2.5676  C61 1.200
18 O -4.8270 8.8440 -4.5000  C41 1.411, C53 1.399
19 O -8.2398 11.0615 5.6662  C30 1.414, C65 1.435
20 O -0.5605 7.3062 -4.3319  C40 1.430, C44 1.427
21 O -3.4139 5.1532 -1.3130  C63 1.196
22 N -5.6878 9.9144 5.4150  C57 1.462, H154 1.030, H158 1.036
23 N 1.7980 6.6267 -2.9518  C46 1.501, H113 1.016, H146 1.031
24 N -2.9982 8.8214 5.7194  C35 1.468, H122 1.020, H151 1.018
25 N -7.1150 10.6862 -4.9615  C36 1.455, C47 1.471, H104 1.019
26 N -8.9586 0.9516 -6.2654  C29 1.462, C43 1.472, H115 1.015
27 N -0.2523 4.3487 -3.7200  C31 1.467, C59 1.460, H120 1.018
28 C -4.7304 12.0429 4.7830  C57 1.547, H69 1.090, H82 1.100, H118 1.090
29 C -8.2518 -0.0010 -5.4102  N26 1.462, C64 1.526, H87 1.092, H116 1.090
30 C -9.5028 11.5832 5.3043  O19 1.414, H85 1.094, H114 1.095, H126 1.090
31 C -0.4434 3.2930 -2.7193  N27 1.467, C51 1.522, H106 1.091, H149 1.097
32 C 1.6780 8.6918 -1.6600  C46 1.547, H76 1.092, H77 1.093, H152 1.089
33 C -5.8933 9.9082 0.1601  O5 1.309, O7 1.200, C61 1.556
34 C 0.3954 6.6363 -0.8619  O12 1.416, C46 1.532, H72 1.093, H111 1.095
35 C -2.8990 7.3936 5.3939  N24 1.468, C49 1.536, C54 1.525, H140 1.094
36 C -7.3568 10.9661 -3.5540  N25 1.455, C56 1.530, H108 1.098, H138 1.091
37 C 1.9452 1.3236 -0.7723  O11 1.417, H98 1.092, H107 1.090, H119 1.097
38 C -8.1444 8.1322 -2.4870  O6 1.418, H121 1.092, H125 1.092, H143 1.092
39 C -7.7668 7.3241 4.4156  O15 1.412, H70 1.101, H100 1.088, H153 1.092
40 C -0.3061 8.3367 -5.2908  O20 1.430, H103 1.094, H129 1.089, H137 1.090
41 C -4.5913 10.2331 -4.5697  O18 1.411, C47 1.542, H75 1.093, H112 1.095
42 C -2.2543 9.9331 -0.9467  O16 1.428, H74 1.095, H110 1.090, H150 1.091
43 C -8.0514 1.8805 -6.9594  N26 1.472, C60 1.517, H79 1.095, H134 1.089
44 C -1.1737 6.1948 -4.9843  O20 1.427, C59 1.547, H128 1.093, H160 1.097
45 C -3.8934 2.2230 -1.8981  O13 1.421, H90 1.095, H133 1.095, H141 1.083
46 C 1.6644 7.1483 -1.5509  N23 1.501, C32 1.547, C34 1.532, H92 1.091
47 C -5.7218 10.8850 -5.3908  N25 1.471, C41 1.542, H80 1.096, H99 1.090
48 C -10.3953 4.6538 -7.5535  O8 1.404, H81 1.094, H88 1.088, H117 1.096
49 C -1.5244 6.7916 5.7196  O9 1.417, C35 1.536, H71 1.098, H97 1.094
50 C -7.8521 2.3886 -2.7411  O10 1.414, H68 1.091, H123 1.094, H130 1.092
51 C 0.9179 2.7479 -2.3110  O11 1.434, C31 1.522, H93 1.094, H127 1.096
52 C -0.6981 6.6599 1.2073  O12 1.396, H86 1.093, H131 1.096, H156 1.095
53 C -3.9197 8.0989 -3.7395  O18 1.399, H67 1.090, H96 1.100, H144 1.094
54 C -3.3277 7.2114 3.9422  C35 1.525, H124 1.089, H132 1.094, H139 1.091
55 C -8.5072 13.5521 -0.7539  O3 1.414, H101 1.092, H109 1.093, H148 1.093
56 C -8.6833 10.3165 -3.1534  O6 1.423, C36 1.530, H73 1.094, H84 1.095
57 C -5.8573 11.3561 5.5907  N22 1.462, C28 1.547, C65 1.517, H145 1.092
58 C -5.7516 5.6240 -0.9117  O1 1.325, O2 1.193, C63 1.526
59 C -1.4880 5.0935 -3.9446  N27 1.460, C44 1.547, H102 1.094, H147 1.094
60 C -8.8781 2.8332 -7.8013  O8 1.414, C43 1.517, H142 1.100, H159 1.095
61 C -5.9593 9.2381 1.5628  O14 1.306, O17 1.200, C33 1.556
62 C -1.9625 5.9338 7.8608  O9 1.404, H95 1.095, H135 1.096, H136 1.091
63 C -4.2469 5.8634 -0.8319  O4 1.330, O21 1.196, C58 1.526
64 C -7.4931 0.6257 -4.2445  O10 1.420, C29 1.526, H78 1.098, H91 1.095
65 C -7.1949 11.8405 5.0649  O19 1.435, C57 1.517, H89 1.098, H155 1.096
66 B -5.3785 7.6600 0.0257  O1 1.447, O4 1.467, O5 1.505, O14 1.455
67 H -4.1610 7.0571 -3.9491  C53 1.090
68 H -7.7188 3.2321 -3.4200  C50 1.091
69 H -4.7739 11.9214 3.7005  C28 1.090
70 H -8.2482 6.3507 4.5978  C39 1.101
71 H -1.4506 5.8139 5.2257  C49 1.098
72 H 0.4449 5.5454 -0.8204  C34 1.093
73 H -8.9677 10.4624 -2.1074  C56 1.094
74 H -3.3283 10.0532 -1.1237  C42 1.095
75 H -4.5840 10.6985 -3.5807  C41 1.093
76 H 1.4602 9.1469 -0.6919  C32 1.092
77 H 2.6904 9.0041 -1.9306  C32 1.093
78 H -6.9421 -0.1678 -3.7220  C64 1.098
79 H -7.5847 2.4723 -6.1655  C43 1.095
80 H -5.6098 11.9738 -5.3387  C47 1.096
81 H -9.7707 5.3625 -8.1059  C48 1.094
82 H -4.7780 13.1351 4.9008  C28 1.100
83 H -9.1556 8.6202 4.3938  O15 0.961
84 H -9.5061 10.7755 -3.7106  C56 1.095
85 H -9.6713 11.5024 4.2268  C30 1.094
86 H -1.6695 7.1019 0.9702  C52 1.093
87 H -9.0168 -0.6061 -4.9194  C29 1.092
88 H -10.9764 5.1558 -6.7827  C48 1.088
89 H -7.4047 12.8885 5.3154  C65 1.098
90 H -2.9298 2.4253 -1.4188  C45 1.095
91 H -6.6728 1.2999 -4.5129  C64 1.095
92 H 2.5039 6.7933 -0.9504  C46 1.091
93 H 1.4720 2.3937 -3.1858  C51 1.094
94 H -2.1193 11.5610 0.0295  O16 0.962
95 H -1.7455 4.8671 7.7425  C62 1.095
96 H -2.8677 8.2309 -4.0314  C53 1.100
97 H -0.7472 7.3558 5.1963  C49 1.094
98 H 2.6561 1.0305 -1.5479  C37 1.092
99 H -5.6995 10.6341 -6.4516  C47 1.090
100 H -6.7643 7.1936 4.8185  C39 1.088
101 H -8.9347 12.6004 -1.0763  C55 1.092
102 H -2.2021 4.3662 -4.3418  C59 1.094
103 H -1.2447 8.8729 -5.4590  C40 1.094
104 H -7.2787 9.6858 -5.0603  N25 1.019
105 H -7.0807 12.6334 0.1850  O3 0.971
106 H -1.0881 2.4883 -3.0749  C31 1.091
107 H 1.6719 0.5314 -0.0757  C37 1.090
108 H -6.6215 10.4744 -2.9037  C36 1.098
109 H -8.0517 14.1080 -1.5778  C55 1.093
110 H -1.8972 9.4127 -1.8353  C42 1.090
111 H -0.4558 7.0110 -1.4405  C34 1.095
112 H -3.6528 10.3551 -5.1214  C41 1.095
113 H 2.6977 7.0294 -3.1976  N23 1.016
114 H -9.6720 12.6158 5.6275  C30 1.095
115 H -9.5352 1.5543 -5.6877  N26 1.015
116 H -7.5675 -0.6454 -5.9624  C29 1.090
117 H -11.1258 4.2023 -8.2350  C48 1.096
118 H -3.7668 11.7193 5.1772  C28 1.090
119 H 2.3689 2.1454 -0.1814  C37 1.097
120 H 0.4127 5.0210 -3.3439  N27 1.018
121 H -7.0705 8.0451 -2.6659  C38 1.092
122 H -2.3190 9.3380 5.1607  N24 1.020
123 H -6.9474 2.1620 -2.1692  C50 1.094
124 H -4.3838 7.4352 3.8017  C54 1.089
125 H -8.3508 8.4538 -1.4645  C38 1.092
126 H -10.2465 10.9865 5.8332  C30 1.090
127 H 1.5397 3.5348 -1.8698  C51 1.096
128 H -0.6327 5.7050 -5.7977  C44 1.093
129 H 0.3995 9.0283 -4.8320  C40 1.089
130 H -8.5085 2.7020 -1.9261  C50 1.092
131 H -0.7417 5.5655 1.1734  C52 1.096
132 H -2.7868 7.9458 3.3386  C54 1.094
133 H -3.7070 2.3741 -2.9669  C45 1.095
134 H -7.3513 1.3574 -7.6097  C43 1.089
135 H -1.6496 6.0884 8.8999  C62 1.096
136 H -3.0299 6.1593 7.8558  C62 1.091
137 H 0.0614 7.9330 -6.2345  C40 1.090
138 H -7.3803 12.0369 -3.3485  C36 1.091
139 H -3.1861 6.1778 3.6229  C54 1.091
140 H -3.7019 6.9297 5.9743  C35 1.094
141 H -4.6411 2.9067 -1.5150  C45 1.083
142 H -8.2036 3.3948 -8.4638  C60 1.100
143 H -8.5322 7.1169 -2.5893  C38 1.092
144 H -3.8845 8.3404 -2.6727  C53 1.094
145 H -5.8196 11.6268 6.6482  C57 1.092
146 H 1.0905 7.1177 -3.5193  N23 1.031
147 H -1.9259 5.5609 -3.0574  C59 1.094
148 H -9.3729 14.1324 -0.4236  C55 1.093
149 H -0.9110 3.6767 -1.8042  C31 1.097
150 H -2.0801 9.3029 -0.0727  C42 1.091
151 H -2.6559 8.9648 6.6676  N24 1.018
152 H 1.0075 9.0719 -2.4290  C32 1.089
153 H -7.7258 7.3748 3.3258  C39 1.092
154 H -5.8430 9.7500 4.4099  N22 1.030
155 H -7.3033 11.7688 3.9764  C65 1.096
156 H -0.6131 6.8543 2.2819  C52 1.095
157 H -3.4683 0.2825 -1.7424  O13 0.957
158 H -4.6905 9.6357 5.3896  N22 1.036
159 H -9.6109 2.3687 -8.4697  C60 1.095
160 H -2.1490 6.4959 -5.3873  C44 1.097